Record 1
Here is a molecular structure, C35H57BN14SSc from the Open Molecules 2025 dataset. Energies are from ωB97M-V/def2-TZVPD.

For the relative energy (zero: lowest compared OMol25 entry of this formula, charge and spin), the calculation gives 19.77 kcal/mol. The largest force on an atom comes out at 0.39 eV/A. For the total energy, the calculation gives -3318.25719 hartree. Its total charge is +1. The value obtained for the gap between HOMO and LUMO is 9.035 eV. The LUMO energy is -2.48 eV.

Positions of all 109 atoms, in Å:
Sc: 0.0982 -0.1464 0.1288
C: 0.4792 3.8574 -2.4726
C: 0.2242 2.3558 -2.5952
C: -0.3052 1.9995 -3.9852
C: 1.4712 1.5815 -2.3038
C: 2.6807 1.6193 -2.9867
C: 3.4957 0.6866 -2.3624
C: 4.8947 0.2972 -2.7426
C: 4.8928 -0.4208 -4.0927
C: 5.8021 1.5266 -2.7773
N: 2.8002 0.1417 -1.3481
N: 1.5450 0.6844 -1.3152
B: 3.1604 -1.0045 -0.3708
N: 2.9329 -0.5930 1.1106
N: 1.6613 -0.5087 1.6345
C: 1.7813 -0.4384 2.9679
C: 3.1311 -0.4613 3.3050
C: 3.8297 -0.5628 2.1178
C: 5.3281 -0.6154 1.9853
C: 5.8964 0.4571 1.0586
C: 5.8773 -2.0084 1.6773
C: 0.6217 -0.3768 3.9254
C: 0.1462 1.0541 4.1731
C: 0.9744 -1.0448 5.2527
N: 2.2457 -2.2220 -0.6821
N: 0.9035 -2.0579 -0.5529
C: 0.3231 -3.2003 -0.9150
C: 1.2871 -4.1259 -1.2833
C: 2.5058 -3.4644 -1.1257
C: 3.8848 -3.9876 -1.3910
C: 4.2538 -5.0588 -0.3645
C: 3.9940 -4.5249 -2.8170
C: -1.1762 -3.2625 -0.8965
C: -3.4386 -1.6989 -1.0980
C: -1.7184 -4.5003 -1.5907
H: -0.4162 4.4252 -2.7320
H: 1.2696 4.1724 -3.1562
H: 0.7944 4.1384 -1.4645
H: -0.5372 2.0791 -1.8575
H: 0.4058 2.2999 -4.7577
H: -1.2448 2.5158 -4.1830
H: -0.4771 0.9269 -4.0817
H: 2.9349 2.2287 -3.8368
H: 5.2706 -0.3952 -1.9908
H: 4.5344 0.2413 -4.8829
H: 4.2504 -1.3023 -4.0821
H: 5.9031 -0.7367 -4.3539
H: 5.4648 2.2354 -3.5356
H: 6.8233 1.2381 -3.0273
H: 5.8180 2.0463 -1.8188
H: 4.2950 -1.2944 -0.5157
H: 3.5604 -0.4274 4.2908
H: 5.6689 -0.3684 2.9962
H: 5.6627 0.2581 0.0139
H: 6.9827 0.4855 1.1498
H: 5.5115 1.4470 1.3070
H: 5.6295 -2.3374 0.6689
H: 5.4993 -2.7513 2.3802
H: 6.9646 -1.9937 1.7608
H: -0.1950 -0.9503 3.4773
H: 0.9719 1.6655 4.5470
H: -0.6459 1.0566 4.9209
H: -0.2377 1.5191 3.2662
H: 1.7276 -0.4663 5.7919
H: 1.3632 -2.0529 5.1089
H: 0.0868 -1.0975 5.8820
H: 1.1355 -5.1315 -1.6336
H: 4.5791 -3.1540 -1.2824
H: 3.5885 -5.9203 -0.4457
H: 4.1863 -4.6799 0.6558
H: 5.2731 -5.4074 -0.5329
H: 3.3294 -5.3778 -2.9664
H: 5.0121 -4.8612 -3.0137
H: 3.7332 -3.7676 -3.5566
H: -1.5140 -3.2486 0.1455
H: -3.9116 -0.8337 -1.5578
H: -3.5026 -1.6496 -0.0121
H: -3.9474 -2.5925 -1.4529
H: -1.4192 -4.5263 -2.6385
H: -2.8053 -4.5399 -1.5424
H: -1.3388 -5.3953 -1.0958
C: -3.3241 4.5979 -1.6813
C: -3.4311 3.3498 -2.4738
N: -3.7906 3.2652 -3.7196
N: -3.7447 1.9223 -3.9628
C: -3.3633 1.1389 -2.9438
S: -1.7318 -1.7035 -1.6525
N: -3.1924 2.0897 -1.9916
N: -2.6649 1.8217 -0.7101
H: -3.5327 5.4434 -2.3312
H: -2.3244 4.7176 -1.2589
H: -4.0485 4.6148 -0.8642
H: -3.9933 1.6009 -4.8814
H: -3.0816 2.4904 -0.0681
H: -3.0146 0.9072 -0.4354
N: -2.7174 -0.6407 5.5451
C: -2.8829 -0.7825 4.4124
N: -3.1227 -0.9643 3.1188
C: -2.2954 -0.6562 2.2311
N: -1.6112 -0.3856 1.3046
C: -0.2969 4.7022 3.0718
C: 0.1735 4.5366 1.6267
C: 0.1362 3.1354 1.2034
N: 0.0966 2.0400 0.8748
H: -0.3098 5.7599 3.3252
H: 0.3713 4.1884 3.7597
H: -1.3008 4.3036 3.2071
H: 1.2015 4.8762 1.4853
H: -0.4455 5.0963 0.9223

Record 2
Here is a molecular structure, C35H57BrCl2N5O3PSiTa at a distorted geometry from the Open Molecules 2025 dataset. Energies are from ωB97M-V/def2-TZVPD.

For the relative energy (zero: lowest compared OMol25 entry of this formula, charge and spin), the calculation gives 0.00 kcal/mol. The largest force on an atom comes out at 3.43 eV/A. For the total energy, the calculation gives -6049.57526 hartree. Its total charge is +1. The value obtained for the gap between HOMO and LUMO is 6.820 eV. The LUMO energy is -3.95 eV.

Positions of all 106 atoms, in Å:
Ta: 0.2422 -1.4957 0.4468
Cl: 1.0094 0.6191 7.4910
C: 1.0506 0.2613 5.8542
C: 2.3816 0.1104 5.2496
C: 2.4838 -0.3426 3.9525
Cl: 4.0423 -0.4359 3.1825
C: 1.3808 -0.8995 3.2490
O: 1.4987 -1.4765 2.0534
C: 0.0611 -0.7359 3.8350
C: -1.1220 -1.0930 3.1755
O: -1.1355 -1.6857 2.0198
C: -0.0729 -0.1575 5.1574
H: 3.2153 0.3863 5.8244
H: -2.0586 -0.7330 3.6819
H: -1.0942 -0.1991 5.6191
C: -3.5923 -3.9846 -0.5591
Si: -2.4127 -3.3402 -1.8114
C: -3.1258 -2.8788 -3.5240
C: -1.2778 -4.8332 -2.2148
C: -1.5017 -1.7698 -1.0550
H: -4.1144 -3.2591 0.0518
H: -3.0400 -4.7111 0.1240
H: -4.2866 -4.6661 -1.1233
H: -4.1883 -2.6291 -3.4767
H: -3.0644 -3.7204 -4.2147
H: -2.5620 -2.0512 -3.9163
H: -1.2334 -5.5575 -1.3907
H: -0.2377 -4.5525 -2.4219
H: -1.6470 -5.3912 -3.0963
H: -2.3326 -1.1535 -0.6611
H: -1.0277 -1.2082 -1.8566
C: 3.4074 -0.4074 -1.1547
C: 3.2035 -1.8880 -0.9748
C: 3.3339 -2.6648 -2.2377
C: 3.9998 -2.4211 0.1860
O: 1.7467 -1.9745 -0.5276
H: 4.1552 -0.2067 -1.9260
H: 3.7184 0.0064 -0.1629
H: 2.6143 0.1755 -1.5988
H: 4.4066 -2.6111 -2.5428
H: 2.7228 -2.1850 -2.9790
H: 3.0341 -3.6738 -2.1228
H: 5.0784 -2.4539 0.0674
H: 3.6000 -3.4183 0.4113
H: 3.8850 -1.7171 1.1243
Br: 0.7408 -8.4475 2.1942
C: 0.4381 -6.6903 1.6285
C: 1.2389 -6.0456 0.6288
C: 0.9682 -4.7520 0.2730
N: 0.0893 -3.9740 0.9569
C: -0.7132 -4.5452 1.8794
C: -0.5856 -5.8986 2.2158
H: 2.0978 -6.5841 0.2123
H: 1.5808 -4.2839 -0.5055
H: -1.5466 -4.0089 2.3264
H: -1.2749 -6.3227 2.9429
N: -0.0852 0.3956 0.2694
P: -0.1790 1.9411 -0.1786
N: 0.4245 2.1982 -1.7156
C: 1.3717 3.2909 -1.9733
C: 1.0048 4.2034 -3.1077
C: 0.1650 3.5195 -4.2206
C: 0.2645 1.9529 -4.2101
C: -0.0095 1.3079 -2.7964
N: 0.5834 3.0141 0.8941
C: 1.8994 2.6493 1.4957
C: 2.7496 3.9403 1.8063
C: 2.0755 5.0286 2.6141
C: 0.5838 5.2033 2.1681
C: -0.1061 3.8803 1.8891
N: -1.8390 2.2460 -0.3172
C: -2.3501 3.2335 -1.3124
C: -3.6160 2.7487 -1.9829
C: -4.7084 2.3608 -0.9952
C: -4.1826 1.3424 0.0104
C: -2.8745 1.8657 0.6234
H: 2.3900 2.8566 -2.1235
H: 1.3578 3.7839 -0.9989
H: 1.9981 4.5539 -3.5253
H: 0.5958 5.1556 -2.7329
H: 0.4018 3.8652 -5.2248
H: -0.8914 3.7754 -4.0390
H: 1.2554 1.7003 -4.6012
H: -0.4984 1.5169 -4.9767
H: 0.5374 0.3517 -2.6791
H: -1.0575 1.1126 -2.7110
H: 2.4820 1.9812 0.8739
H: 1.7252 2.0990 2.4361
H: 3.1496 4.3166 0.8398
H: 3.6466 3.6935 2.3953
H: 2.7219 5.9581 2.5135
H: 2.0101 4.7734 3.6986
H: 0.5518 5.8249 1.2718
H: 0.0869 5.6414 3.0496
H: -1.1379 4.1108 1.5876
H: -0.2557 3.3600 2.8350
H: -1.5609 3.3928 -2.0272
H: -2.4796 4.1887 -0.7885
H: -3.3909 1.8435 -2.5516
H: -3.9983 3.5398 -2.6129
H: -5.6812 2.1460 -1.4022
H: -4.9655 3.3329 -0.5010
H: -3.9780 0.3324 -0.3059
H: -4.8375 1.2189 0.8728
H: -2.4565 1.0317 1.2590
H: -3.0710 2.7960 1.2471

Record 3
Here is a molecular structure, C35H57N2O2P2Re at a distorted geometry from the Open Molecules 2025 dataset. Energies are from ωB97M-V/def2-TZVPD.

For the relative energy (zero: lowest compared OMol25 entry of this formula, charge and spin), the calculation gives 0.00 kcal/mol. The largest force on an atom comes out at 8.07 eV/A. For the total energy, the calculation gives -2387.71275 hartree. Its total charge is +3. The value obtained for the gap between HOMO and LUMO (spin up / spin down) is 5.251 / 4.035 eV. Its expectation value of S² is 3.83. The LUMO energy (spin up / spin down) is -11.09 / -12.31 eV. As for the spin multiplicity: 4.

Positions of all 99 atoms, in Å:
C: 2.6364 1.3583 1.0839
C: 2.4786 1.6523 -1.1919
C: 3.7548 2.1980 1.1468
C: 3.4024 2.7193 -1.1812
C: 4.0674 2.9590 0.0114
H: 4.3375 2.2413 2.0732
H: 3.6076 3.2500 -2.1014
H: 4.8807 3.6876 0.0546
N: 1.8553 1.3761 -0.0131
P: 0.5240 -0.1678 2.1032
P: -0.1586 0.4840 -2.5940
C: 2.3712 0.2132 2.0394
H: 2.8847 -0.6993 1.6661
H: 2.8084 0.4421 3.0206
C: -1.2816 -1.3223 -0.1275
O: -2.1542 -2.1275 -0.1432
C: 2.3343 0.6146 -2.1841
H: 2.8001 0.7957 -3.1458
C: 0.1309 -0.6293 -4.2319
C: -1.8398 1.2641 -2.6038
C: 0.5116 -1.9028 2.8860
C: -0.0156 1.1602 3.3789
C: -0.2307 -2.0343 -3.7430
H: -1.2044 -2.0826 -3.2432
H: -0.2495 -2.7328 -4.5947
H: 0.5277 -2.3888 -3.0325
C: -0.7238 -0.1592 -5.4211
H: -1.8014 -0.1301 -5.2499
H: -0.3972 0.8350 -5.7579
H: -0.5709 -0.8547 -6.2653
C: 1.5598 -0.6874 -4.8045
H: 1.5645 -1.3692 -5.6739
H: 1.9014 0.2858 -5.1654
H: 2.2909 -1.1027 -4.1049
C: -2.8831 0.1794 -2.8787
H: -2.9192 -0.5541 -2.0681
H: -3.8612 0.6669 -2.9662
H: -2.7075 -0.3742 -3.8044
C: -2.0593 1.8535 -1.2013
H: -1.7334 1.1291 -0.3982
H: -1.5050 2.7836 -1.0558
H: -3.1278 2.0268 -1.0349
C: -1.8588 2.3826 -3.6541
H: -1.7421 2.0145 -4.6770
H: -2.8238 2.9011 -3.5906
H: -1.0599 3.1102 -3.4692
C: -1.2720 0.7058 4.1263
H: -1.6423 1.5339 4.7538
H: -2.0770 0.4427 3.4307
H: -1.0774 -0.1305 4.8094
C: -0.3270 2.4401 2.5906
H: 0.5386 2.7825 2.0074
H: -1.1733 2.2902 1.9090
H: -0.6010 3.2525 3.2826
C: 1.0780 1.4798 4.4092
H: 0.6448 2.1249 5.1879
H: 1.4614 0.5876 4.9142
H: 1.9171 2.0301 3.9678
C: 1.2233 -2.8505 1.9075
H: 2.2703 -2.5693 1.7428
H: 1.2108 -3.8606 2.3404
H: 0.7203 -2.8918 0.9330
C: -0.9170 -2.4133 3.1170
H: -1.5231 -2.3954 2.2075
H: -0.8404 -3.4562 3.4536
H: -1.4411 -1.8594 3.8990
C: 1.2601 -1.9153 4.2205
H: 2.3034 -1.5905 4.1239
H: 0.7638 -1.3219 4.9969
H: 1.2723 -2.9554 4.5785
Re: 0.0804 -0.0244 -0.2007
N: 1.3408 -1.1591 -0.8983
C: 2.2999 -0.7287 -1.7290
C: 3.3674 -1.7027 -1.9919
C: 3.1328 -3.0904 -1.8295
C: 4.6478 -1.2173 -2.2745
C: 4.2020 -3.9783 -1.9268
H: 2.1262 -3.4671 -1.5828
C: 5.7115 -2.1060 -2.3487
H: 4.7940 -0.1315 -2.3737
C: 5.4948 -3.4728 -2.1394
H: 4.0132 -5.0433 -1.8055
H: 6.7063 -1.7199 -2.5569
H: 6.3338 -4.1621 -2.1536
C: -4.9768 -0.2873 3.2716
C: -4.5094 -0.0816 1.8430
O: -3.6016 1.0196 1.6706
C: -4.1472 2.3351 1.8665
C: -5.4693 2.6119 1.1679
H: -4.1445 -0.5738 3.9274
H: -5.7113 -1.0977 3.2892
H: -5.4539 0.6129 3.6784
H: -3.9308 -0.9440 1.4977
H: -5.3780 0.0448 1.1746
H: -4.2516 2.5297 2.9489
H: -3.3671 2.9982 1.4755
H: -6.3022 2.1050 1.6687
H: -5.6585 3.6894 1.2181
H: -5.4426 2.3165 0.1124